i:
Molecular formula: C2H2F3N2
Method: DFT, ωB97M-V/def2-TZVPD

Geometry as ORCA input:
```
! wB97M-V def2-TZVPD RIJCOSX def2/J DEFGRID3
* xyz 1 1
F 0.8818 -1.6523 -2.1292
H -1.6741 -1.6191 -0.2469
C 0.5829 -2.8535 -2.5856
F 0.7509 -3.1391 -3.8661
H 0.7714 1.7002 1.1415
N 0.5678 0.8840 0.5041
C -0.8905 -0.8378 -0.1438
F -0.3747 -3.4088 -2.0506
N -0.2327 -0.0157 0.3946
*
```

* E_HOMO (spin up / spin down): -16.17 / -12.17 eV
* frontier orbital gap (spin up / spin down): 11.28 / 3.47 eV

---

ii:
Molecular formula: C2H2F3N2
Method: DFT, ωB97M-V/def2-TZVPD

Geometry as ORCA input:
```
! wB97M-V def2-TZVPD RIJCOSX def2/J DEFGRID3
* xyz 1 1
N 1.1419 -0.3275 -1.7549
F -1.2635 -1.2475 1.7244
C 0.0581 0.4377 0.7226
H 0.9188 0.2167 1.4173
H 1.5681 0.1508 -2.5581
F 0.2212 1.5556 -0.0131
N 0.7244 -0.7394 -0.7979
C -1.1269 -0.1828 0.9292
F -2.2421 0.1364 0.3305
*
```

* E_HOMO (spin up / spin down): -14.65 / -14.65 eV
* frontier orbital gap (spin up / spin down): 8.08 / 8.08 eV

---

Stability comparison, relative energies in hartree: i 0.1105; ii 0.0000

---

i:
Molecular formula: C4H8NO2
Method: DFT, ωB97M-V/def2-TZVPD

Geometry as ORCA input:
```
! wB97M-V def2-TZVPD RIJCOSX def2/J DEFGRID3
* xyz -1 1
H 0.3481 -0.7785 -2.2767
H 0.2593 2.2671 0.7757
H -0.7469 1.4185 2.0148
H 0.4000 -1.4414 0.1082
O -1.3452 -1.9317 0.6285
H -0.7971 0.8184 -0.7881
C 0.0399 1.3155 1.2533
N 0.7307 -0.5135 -0.1912
H 0.9765 0.8974 1.6392
O -2.4539 -0.1275 1.3520
H 1.8966 -1.3774 -1.8252
C -0.4331 0.3461 0.1288
H 1.5391 0.3940 -1.9016
C -1.5994 -0.6936 0.6485
C 1.1853 -0.5933 -1.5662
*
```

* E_HOMO: -3.78 eV
* SMILES string: CN[C@H](C)C(=O)[O-]
* frontier orbital gap: 7.87 eV

---

ii:
Molecular formula: C4H8NO2
Method: DFT, ωB97M-V/def2-TZVPD

Geometry as ORCA input:
```
! wB97M-V def2-TZVPD RIJCOSX def2/J DEFGRID3
* xyz -1 1
H 0.8346 -0.7037 -2.4234
C 0.2419 -0.1091 0.9725
C 0.0685 0.1469 -0.5196
H -1.9213 0.6000 -0.3869
H -1.5991 -0.9116 -0.9728
N -1.3101 0.0592 -0.9840
H 0.3703 1.1729 -0.6388
O 0.3224 2.0610 1.9891
H -0.2081 -1.0417 1.3477
C 1.0032 -0.7348 -1.3477
O -1.6122 0.8782 2.0627
C -0.3982 1.0611 1.8011
H 1.3040 -0.2848 1.2074
H 2.0218 -0.4227 -1.1067
H 0.8824 -1.7709 -1.0007
*
```

* E_HOMO: -3.97 eV
* SMILES string: C[C@@H](N)CC(=O)[O-]
* frontier orbital gap: 7.98 eV

---

Stability comparison, relative energies in hartree: i 0.0284; ii 0.0000

---

i:
Molecular formula: C5H11N
Method: DFT, ωB97M-V/def2-TZVPD

Geometry as ORCA input:
```
! wB97M-V def2-TZVPD RIJCOSX def2/J DEFGRID3
* xyz 1 2
H -0.9070 -0.0237 3.5262
H 0.7292 -0.7433 -3.6612
C -1.8254 0.0370 2.9508
H -2.6368 -0.0631 1.0447
H -2.9492 0.5399 4.6625
C 1.1230 -0.8270 -2.6448
C 3.1853 0.4426 -2.1877
H 0.3084 -1.0108 -1.9635
N -1.8611 -0.2955 1.6656
H -3.8646 0.7335 3.0481
H 3.8741 -0.4004 -2.2718
H -1.0503 -0.1287 1.0637
H 3.8863 1.2295 -1.9298
C 1.8656 0.4389 -2.2747
H 1.8131 -1.6689 -2.6075
H 1.2846 1.3070 -2.0093
C -2.9751 0.4330 3.5886
*
```

* E_HOMO (spin up / spin down): -11.96 / -11.96 eV
* <S²>: 0.763
* frontier orbital gap (spin up / spin down): 7.53 / 3.84 eV

---

ii:
Molecular formula: C5H11N
Method: DFT, ωB97M-V/def2-TZVPD

Geometry as ORCA input:
```
! wB97M-V def2-TZVPD RIJCOSX def2/J DEFGRID3
* xyz 1 2
C -1.2430 -1.2474 -0.8087
H -2.2440 -1.7300 -0.6119
H -0.6498 -1.3907 0.1067
C -1.2157 0.3092 -0.8246
N 2.6578 -0.3768 0.9382
H 0.5240 -0.0443 2.0496
H -1.6228 0.7562 1.2632
H -0.3011 0.5688 -1.4518
H -0.7881 -1.7354 -1.6577
C 1.5860 0.3169 0.2780
H -2.1075 0.8471 -1.2485
H 0.2826 0.7738 -2.1286
H 2.7846 0.1152 1.8113
C -0.8470 0.8987 0.5137
H 3.4982 -0.3401 0.3314
H -0.7373 1.9797 0.3971
C 0.4230 0.2992 1.0426
*
```

* E_HOMO (spin up / spin down): -13.46 / -12.86 eV
* <S²>: 0.806
* frontier orbital gap (spin up / spin down): 6.39 / 5.45 eV

---

Stability comparison, relative energies in hartree: i 0.0000; ii 0.1721

---

i:
Molecular formula: C2H5NS2
Method: DFT, ωB97M-V/def2-TZVPD

Geometry as ORCA input:
```
! wB97M-V def2-TZVPD RIJCOSX def2/J DEFGRID3
* xyz 0 1
H 0.0155 -1.3626 0.8279
H -1.6172 1.1213 0.1852
S 0.9507 0.8089 0.5309
H 1.9873 -1.8368 0.6757
N -0.0292 1.0946 -0.8782
H 0.9773 -1.0247 2.5272
C -1.4569 0.8675 -1.0049
C 1.1522 -0.9649 1.1858
S -2.3966 0.6536 -2.4133
H 0.4170 0.6430 -1.6362
*
```

* E_HOMO: -9.11 eV
* frontier orbital gap: 8.59 eV

---

ii:
Molecular formula: C2H5NS2
Method: DFT, ωB97M-V/def2-TZVPD

Geometry as ORCA input:
```
! wB97M-V def2-TZVPD RIJCOSX def2/J DEFGRID3
* xyz 0 1
N 0.7027 0.7997 -0.0861
C -0.9696 -0.7864 -0.7661
C -0.1511 -0.1550 0.3218
H -2.0640 -0.6022 -0.7039
S -0.1518 -0.6494 1.9212
H -0.7889 -1.8824 -0.5782
S 1.7236 1.8055 0.8034
H 0.6434 0.9978 -1.0421
H 1.7426 0.9881 1.9577
H -0.6869 -0.5157 -1.8276
*
```

* E_HOMO: -8.52 eV
* SMILES string: CC(=S)NS
* frontier orbital gap: 9.08 eV

---

Stability comparison, relative energies in hartree: i 0.1259; ii 0.0000

---

i:
Molecular formula: C6H6Cl2
Method: DFT, ωB97M-V/def2-TZVPD

Geometry as ORCA input:
```
! wB97M-V def2-TZVPD RIJCOSX def2/J DEFGRID3
* xyz 0 1
H 1.2167 -2.4478 0.8167
C -1.5229 -0.1764 -0.1654
C 1.7244 -1.4470 0.6022
C -0.6575 -0.1197 -1.3614
H 1.9865 -0.8832 1.4774
H 1.9778 -1.1545 -0.3853
Cl -1.9425 -1.9044 0.3318
H 0.9676 3.4670 1.3413
C 0.1884 1.5530 0.4726
Cl -3.0252 0.7613 -0.1140
H -0.4355 -0.9765 -1.9760
C -0.1501 0.2901 -0.0818
H -1.1131 0.6093 -2.0398
C 0.7854 2.4288 1.0816
*
```

* E_HOMO (spin up / spin down): -8.96 / -8.96 eV
* frontier orbital gap (spin up / spin down): 8.68 / 7.43 eV

---

ii:
Molecular formula: C6H6Cl2
Method: DFT, ωB97M-V/def2-TZVPD

Geometry as ORCA input:
```
! wB97M-V def2-TZVPD RIJCOSX def2/J DEFGRID3
* xyz 0 1
H -0.0510 -2.6952 -0.0691
Cl 1.4288 1.2118 1.9180
H -0.8328 1.0305 1.9057
H -0.1953 2.3338 -0.0998
C 0.3882 0.5049 -1.2163
H -0.7244 -1.2722 2.0560
Cl 0.8856 -1.6770 -2.6603
C -0.1220 0.6269 1.1057
H 0.7885 0.9258 -2.2766
C -0.1816 -0.8488 1.0849
C 0.0385 -1.5657 0.0145
H -1.4577 1.0568 -0.3985
C -0.3320 1.1852 -0.1599
C 0.3670 -0.8169 -1.2043
*
```

* E_HOMO: -9.04 eV
* SMILES string: ClC1=CC[C@H](Cl)C=C1
* frontier orbital gap: 9.26 eV

---

Stability comparison, relative energies in hartree: i 0.1924; ii 0.0000

---

i:
Molecular formula: C3H10NOS
Method: DFT, ωB97M-V/def2-TZVPD

Geometry as ORCA input:
```
! wB97M-V def2-TZVPD RIJCOSX def2/J DEFGRID3
* xyz 1 1
N 1.0773 0.1674 -0.0820
S -1.3072 -0.5000 0.7035
H -2.0535 -1.4887 -1.4009
H 2.5166 -1.3665 -0.1913
O -0.3937 2.1520 0.0835
C 1.8494 -0.9708 0.5957
H -1.3932 0.0244 -1.6783
C -0.0808 0.7561 0.6866
H 0.5049 -0.1491 -0.8475
H 1.6526 0.9435 -0.3645
C -1.9571 -0.4889 -1.0065
H -2.9223 -0.1513 -0.9882
H -1.1194 2.6123 0.5544
H 0.0936 1.0257 1.7309
H 2.4542 -0.8558 1.4305
H 1.0787 -1.7104 0.7741
*
```

* E_HOMO: -13.87 eV
* SMILES string: C[NH2+][C@@H](O)SC
* frontier orbital gap: 10.68 eV

---

ii:
Molecular formula: C3H10NOS
Method: DFT, ωB97M-V/def2-TZVPD

Geometry as ORCA input:
```
! wB97M-V def2-TZVPD RIJCOSX def2/J DEFGRID3
* xyz 1 1
H -1.5808 1.8239 0.6201
H 2.8090 -0.1844 -0.3364
H -1.7124 -0.5233 -0.1394
C 0.4455 -0.8773 1.3756
H -0.2773 2.1721 -0.5660
C -1.2570 1.6963 -0.4000
H 0.5901 0.1079 1.4017
C 1.9356 -0.5524 -0.8939
S 1.1572 -1.7944 0.2275
O -0.3237 -1.2786 2.3611
H -0.7596 -2.0795 2.2816
H 1.1601 0.2306 -0.8972
H -1.9953 2.1391 -1.1288
H -1.1006 0.1410 -1.5696
N -1.1166 0.2100 -0.5593
H 2.0257 -1.2311 -1.7770
*
```

* E_HOMO (spin up / spin down): -13.48 / -13.48 eV
* frontier orbital gap (spin up / spin down): 8.36 / 8.36 eV

---

Stability comparison, relative energies in hartree: i 0.0000; ii 0.0226

---

i:
Molecular formula: C3H4ClN
Method: DFT, ωB97M-V/def2-TZVPD

Geometry as ORCA input:
```
! wB97M-V def2-TZVPD RIJCOSX def2/J DEFGRID3
* xyz 0 1
H -1.9210 0.6769 0.2314
C 1.7608 -1.0488 -0.1376
C -1.0580 0.0349 0.2676
Cl 0.6868 1.9460 0.1121
H 0.0642 0.2257 -1.5975
H -1.4088 -0.9556 0.2079
H -0.8334 0.3167 1.2429
C 0.0841 0.5203 -0.5185
N 2.6253 -1.7162 0.1918
*
```

* E_HOMO: -10.67 eV
* frontier orbital gap: 9.41 eV

---

ii:
Molecular formula: C3H4ClN
Method: DFT, ωB97M-V/def2-TZVPD

Geometry as ORCA input:
```
! wB97M-V def2-TZVPD RIJCOSX def2/J DEFGRID3
* xyz 0 1
H -1.6280 0.6008 -0.5234
C 0.8339 0.5339 1.8085
C -0.5338 0.6396 -0.3985
C 0.0714 0.6425 0.8432
H 1.4390 0.4958 2.6392
H -1.0862 -1.1766 -1.2311
N -0.0734 -0.9793 -1.4108
H -0.0277 1.2355 -1.1749
Cl 1.0047 -1.9922 -0.5521
*
```

* E_HOMO: -9.34 eV
* frontier orbital gap: 9.41 eV

---

Stability comparison, relative energies in hartree: i 0.0000; ii 0.0449

---

i:
Molecular formula: C3H10NS
Method: DFT, ωB97M-V/def2-TZVPD

Geometry as ORCA input:
```
! wB97M-V def2-TZVPD RIJCOSX def2/J DEFGRID3
* xyz 1 1
C -0.2872 -1.0642 1.4963
H -0.9379 -1.7957 1.0420
H -0.6217 0.7398 2.5702
C -1.0158 0.2540 1.6915
C 1.1640 0.4020 -2.7045
H 0.4021 -0.1521 -0.9667
H 0.6591 -0.9419 0.9790
H 0.0302 -1.4288 2.4763
H 1.9878 -0.7881 -1.3266
H -2.0836 0.1329 1.8266
H 2.0119 0.3450 -3.3690
S -0.8242 1.4460 0.3066
N 1.1630 -0.2895 -1.6434
H -1.9558 2.1141 0.5556
H 0.3081 1.0264 -2.9339
*
```

* E_HOMO: -13.01 eV
* frontier orbital gap: 7.55 eV

---

ii:
Molecular formula: C3H10NS
Method: DFT, ωB97M-V/def2-TZVPD

Geometry as ORCA input:
```
! wB97M-V def2-TZVPD RIJCOSX def2/J DEFGRID3
* xyz 1 1
H 1.5915 -0.2956 -0.6730
H 0.4371 -2.0726 0.3212
H -0.9251 1.1787 -1.2502
C 0.3720 -1.0714 0.7324
C 1.0098 1.2952 0.3980
H 1.2217 2.2387 -0.2325
N 0.7194 0.0485 -0.3137
H 1.8747 1.1333 0.9987
H -0.6339 -0.9062 0.9696
C -0.3609 0.1856 -1.2782
S -2.9925 -0.2271 0.3399
H 0.9660 -1.0174 1.5624
H 0.2461 1.4295 1.0834
H -0.7092 -0.7560 -1.8964
H -3.4809 1.1285 0.1301
*
```

* E_HOMO (spin up / spin down): -13.26 / -13.22 eV
* frontier orbital gap (spin up / spin down): 6.26 / 6.22 eV

---

Stability comparison, relative energies in hartree: i 0.0000; ii 0.1552